13
Properties=species:S:1:pos:R:3:forces:R:3 method="wB97M-V/def2-TZVPD" gap_ev=8.26 energy_ev=-26404.9078 e_homo_ev=-9.205 spin_multiplicity=1 e_above_lowest_kj_mol=176.5
C -0.1360 -1.7288 -0.8847 -1.77 2.82 0.35
C -2.2209 0.3918 0.7441 0.06 1.34 -1.25
O 1.6114 0.1225 0.4673 -0.03 0.20 -0.61
O -0.8464 0.1078 1.0835 0.64 -0.55 -1.69
P 0.3097 -0.3036 -0.0501 -1.24 -1.57 2.42
S 5.0707 -0.6094 0.1241 2.27 -0.19 0.20
H -1.2278 -1.5279 -1.1093 0.91 -0.83 0.34
H 0.3904 -1.9571 -1.7779 0.71 -0.36 -0.57
H -2.4954 1.3015 1.3516 0.24 -0.80 -1.09
H -2.9727 -0.3585 0.9278 0.37 -0.89 0.78
H -2.3168 0.4981 -0.3837 0.13 0.65 1.31
H 5.6131 0.3481 0.9503 -0.66 -0.55 -0.54
H 3.8441 -0.2424 0.2080 -1.62 0.75 0.35



14
Properties=species:S:1:pos:R:3:forces:R:3 method="wB97M-V/def2-TZVPD" gap_ev=8.55 energy_ev=-19664.3177 e_homo_ev=-8.037 spin_multiplicity=1 e_above_lowest_kj_mol=439.1
C -0.2168 1.4874 1.6874 -0.50 0.51 1.34
C -0.8719 0.1756 1.7076 -2.93 0.37 0.33
O 0.7247 1.6397 0.8410 0.95 2.41 0.19
O -0.7701 -2.2673 -2.0651 1.88 -0.74 0.38
O 1.4063 -3.3435 -1.2399 0.33 0.20 -1.96
O 0.3732 -1.5597 -0.0075 -0.66 0.17 -2.20
P -0.0476 -2.9942 -0.7438 -1.77 0.55 1.84
H -1.1978 -0.1509 0.6951 -0.18 0.29 0.73
H -1.7156 0.1803 2.5039 1.25 -0.03 -1.63
H -0.1835 -0.5504 2.0295 1.01 -0.88 0.79
H 0.9558 1.0830 0.1156 -0.15 -2.06 -1.07
H -1.6458 -1.9813 -1.8406 -0.81 0.20 0.15
H 1.5232 -2.6065 -1.8749 1.12 -0.33 -0.08
H 0.6812 -1.4766 0.8718 0.44 -0.66 1.20



17
Properties=species:S:1:pos:R:3:forces:R:3 method="wB97M-V/def2-TZVPD" gap_ev="8.30 / 7.18" energy_ev=-33189.0059 e_homo_ev="-5.115 / -4.728" total_charge=-1 spin_multiplicity=1
C -1.4125 1.9372 -0.0168 1.43 0.55 0.46
C -1.1177 0.6494 -0.6773 1.18 -2.39 -0.44
O 2.6706 -0.5717 1.3894 -0.37 0.16 -0.77
O 3.3203 1.2402 -0.0621 -0.10 0.73 -0.47
O 2.4353 -0.8047 -1.0915 0.35 0.23 0.29
O 0.1220 -1.1032 1.5409 -1.47 -0.17 -1.62
O 0.1439 -1.8701 -1.1990 1.80 -1.08 -1.23
O -1.9779 -2.0034 0.3036 -1.49 0.17 0.24
Si -0.5978 -1.1624 -0.0107 -0.96 2.96 2.87
S 2.4137 0.1138 0.0832 1.53 -0.52 0.64
H -0.4958 2.6024 0.0859 -0.77 -0.64 -0.34
H -2.1052 2.4382 -0.6386 -0.81 1.06 -0.64
H -1.8243 1.9406 0.9877 -0.08 -0.59 0.22
H -1.0205 0.6790 -1.8096 -0.18 0.20 1.42
H 1.0568 -0.8848 1.7106 0.01 -0.16 -0.28
H 1.1485 -1.6635 -1.2786 -1.42 -0.01 0.19
H -2.7594 -1.5370 0.6828 1.34 -0.49 -0.55



12
Properties=species:S:1:pos:R:3:forces:R:3 method="wB97M-V/def2-TZVPD" gap_ev=8.18 energy_ev=-24355.5113 e_homo_ev=-8.546 spin_multiplicity=1 e_above_lowest_kj_mol=439.8
C 1.7268 -0.0865 0.0377 1.08 0.79 -0.32
C -1.1923 -0.6211 0.1018 2.31 0.57 3.53
O -0.4594 1.9279 -0.1679 0.78 -0.16 0.30
P 0.0266 0.5378 -0.3525 0.14 -0.92 -0.92
S -2.8168 -0.4062 0.0841 -1.62 2.45 0.05
H 2.0214 -1.1719 0.2022 -1.22 1.20 -0.37
H 2.2392 0.2757 -0.8849 -0.03 -0.48 0.38
H 2.2495 0.4859 0.8306 -0.76 -0.20 -0.13
H -0.9619 -1.6116 0.0043 1.09 -2.53 -0.29
H -0.1541 -0.4238 1.7808 -1.65 -0.24 -1.75
H -0.0270 0.1015 -1.6996 0.47 0.66 -0.47
H -2.6520 0.9923 0.0633 -0.60 -1.13 -0.01



11
Properties=species:S:1:pos:R:3:forces:R:3 method="wB97M-V/def2-TZVPD" gap_ev=5.73 energy_ev=-15069.2263 e_homo_ev=-2.244 total_charge=-1 spin_multiplicity=1 e_above_lowest_kj_mol=210.3
C -0.5152 0.8217 -0.5083 -0.30 0.53 -0.70
S 1.1740 1.4849 -0.5585 -0.03 0.08 -0.46
H -0.6957 0.0939 -1.3013 0.50 -0.01 0.11
H -1.2524 1.6043 -0.6650 0.07 0.39 0.04
H -0.7785 0.2893 0.3950 0.11 -0.53 0.39
H 1.4568 1.4743 0.7389 -0.07 -0.09 0.29
C -0.4074 -2.2042 0.8042 -0.44 0.23 0.84
O -1.4856 -1.4079 0.6337 -0.39 -0.35 0.39
H -0.5102 -3.1854 0.2812 0.43 0.02 -0.14
H -0.2023 -2.4990 1.8971 -0.08 0.09 -0.53
H 0.5439 -1.6947 0.4991 0.18 -0.37 -0.24



11
Properties=species:S:1:pos:R:3:forces:R:3 method="wB97M-V/def2-TZVPD" gap_ev=6.98 energy_ev=-15071.1732 e_homo_ev=-2.897 total_charge=-1 spin_multiplicity=1 e_above_lowest_kj_mol=22.4
S -1.4333 -1.4863 -2.1536 -0.12 -0.11 0.02
H -1.8959 -0.2672 -2.4752 0.04 0.03 0.02
C 1.1117 0.2158 0.5119 -0.92 -0.03 0.51
O 1.1637 -0.6129 -0.5984 0.71 -0.40 -0.51
C -0.3229 0.5192 0.9317 -0.36 0.14 -0.17
H 1.6020 -0.2872 1.3541 0.27 0.11 0.10
H 1.6354 1.1589 0.3239 0.17 0.02 -0.13
H 0.2977 -0.9317 -0.9770 -0.09 0.44 0.16
H -0.7938 -0.3615 1.3362 -0.13 -0.55 0.09
H -0.4491 1.2898 1.7010 0.35 0.14 -0.19
H -0.9154 0.7632 0.0454 0.07 0.21 0.11



11
Properties=species:S:1:pos:R:3:forces:R:3 method="wB97M-V/def2-TZVPD" gap_ev=6.84 energy_ev=-15068.9101 e_homo_ev=-2.913 total_charge=-1 spin_multiplicity=1 e_above_lowest_kj_mol=240.8
C -1.3795 -0.6566 -1.2428 -0.96 0.45 2.10
S 0.2681 -1.0790 -1.8699 0.12 -0.20 0.83
H -2.1916 -0.4357 -2.0554 1.49 -0.77 1.63
H -1.2221 0.2676 -0.5889 -0.49 -0.87 -1.20
H -1.6441 -1.4387 -0.3893 -0.16 1.28 -2.23
H 0.8386 -0.9266 -0.4987 0.48 0.64 -0.88
C 1.0889 0.7925 1.3651 -1.48 2.83 -0.93
O 1.7679 -0.0890 0.6616 -0.32 -1.65 -0.76
H -0.0972 0.7527 1.3942 1.37 -0.75 0.47
H 1.0741 1.8928 0.8224 0.49 -1.22 1.15
H 1.4968 0.9199 2.4017 -0.56 0.26 -0.17



11
Properties=species:S:1:pos:R:3:forces:R:3 method="wB97M-V/def2-TZVPD" gap_ev=6.88 energy_ev=-15070.8937 e_homo_ev=-2.652 total_charge=-1 spin_multiplicity=1 e_above_lowest_kj_mol=49.4
O -1.9345 1.4777 1.9222 0.86 0.84 -0.80
H -1.2079 1.2329 1.2618 -0.47 -1.04 0.42
C 1.7216 -1.3732 -1.1295 -1.83 -1.49 1.24
C 0.3378 -1.2922 -0.3342 2.30 1.01 0.22
S 0.0370 0.5556 -0.3493 -0.47 -0.78 0.20
H 2.3798 -0.6300 -0.6851 0.05 -0.03 -0.43
H 1.4169 -1.2020 -2.1566 0.71 0.21 -0.25
H 2.1146 -2.4021 -0.9709 0.18 0.40 -0.46
H -0.4073 -1.9102 -0.8265 -0.26 0.15 -0.14
H 0.5503 -1.7513 0.6680 -0.51 0.68 -0.52
H -1.9288 2.4050 1.6394 -0.57 0.06 0.51



11
Properties=species:S:1:pos:R:3:forces:R:3 method="wB97M-V/def2-TZVPD" gap_ev=5.40 energy_ev=-15069.1513 e_homo_ev=-1.403 total_charge=-1 spin_multiplicity=1 e_above_lowest_kj_mol=217.5
O 2.6125 0.8430 -1.2534 0.42 0.93 -0.32
H 2.1390 1.6633 -1.0250 0.11 -0.59 -0.07
C -1.7833 1.0039 0.6995 1.30 0.40 -0.14
S -0.0991 0.5329 0.6284 -1.40 -0.47 0.43
C -0.1136 -1.2883 0.1832 0.71 0.60 0.02
H -2.1659 1.4457 -0.2072 -0.33 -0.22 -0.16
H -2.4330 0.4987 1.3990 -0.05 0.00 0.11
H 2.1120 0.1871 -0.7779 -0.50 -0.34 0.31
H -0.7670 -1.8132 0.8754 -0.08 0.01 -0.03
H -0.4202 -1.4374 -0.8504 -0.13 -0.08 -0.07
H 0.9186 -1.6358 0.3283 -0.05 -0.25 -0.08



11
Properties=species:S:1:pos:R:3:forces:R:3 method="wB97M-V/def2-TZVPD" gap_ev="10.77 / 6.99" energy_ev=-15067.8044 e_homo_ev="-10.059 / -9.924" spin_multiplicity=2 e_above_lowest_kj_mol=107.1 s2=0.753
S -0.3374 1.8777 0.7509 0.50 0.13 0.01
H -1.3951 2.6686 0.8056 -0.45 0.37 0.05
C 0.6650 -1.3066 -0.2036 -1.02 -2.74 -0.34
O -0.4994 -1.1181 0.5550 -1.79 0.18 0.23
C 0.5876 -1.4213 -1.7438 1.19 0.46 0.01
H 1.3793 -0.6173 0.1502 1.37 0.83 -0.06
H 0.9348 -2.3524 0.0926 0.33 0.96 0.18
H -0.9641 -0.2494 0.5039 1.06 -0.87 -0.55
H 0.4652 -0.4159 -2.1378 -0.41 0.11 -0.39
H 1.7018 -1.6630 -2.0422 -2.35 -0.18 0.20
H -0.2446 -2.1012 -2.1429 1.58 0.77 0.67



12
Properties=species:S:1:pos:R:3:forces:R:3 method="wB97M-V/def2-TZVPD" gap_ev=8.11 energy_ev=-33143.4772 e_homo_ev=-8.742 spin_multiplicity=1 e_above_lowest_kj_mol=353.6
C 1.6166 -0.9346 0.4329 -1.51 1.80 -3.59
C -2.1913 -1.1059 -0.4926 -0.06 0.98 -1.19
P -0.0253 1.7202 -0.0733 1.19 3.41 2.04
S -2.9044 0.0885 0.2721 -0.25 -0.05 0.91
S 1.7994 0.9136 0.6673 0.06 -0.71 0.20
H 0.7078 -1.3239 0.8957 0.38 -0.03 0.05
H 2.5204 -1.3660 0.7333 1.15 -0.67 0.85
H 1.5932 -1.0522 -0.7438 -0.22 -0.17 2.39
H -1.1646 -1.4123 -0.4312 0.41 -0.32 0.78
H -2.6387 -1.3816 -1.4211 -0.46 -0.87 -0.49
H 0.5819 2.6820 -0.9655 -0.18 -0.60 0.07
H 0.1049 3.1722 1.1263 -0.53 -2.76 -2.04



10
Properties=species:S:1:pos:R:3:forces:R:3 method="wB97M-V/def2-TZVPD" gap_ev="10.39 / 7.12" energy_ev=-13020.6074 e_homo_ev="-9.323 / -8.921" spin_multiplicity=2 e_above_lowest_kj_mol=66.7 s2=0.753
C 2.6358 -4.6588 2.8826 -0.17 -1.55 -0.78
H 3.6994 -4.9293 2.9550 -0.09 0.70 -0.71
H 2.4184 -3.5977 3.0157 0.11 -0.36 0.38
H 2.2699 -5.3644 3.6366 -0.69 0.75 0.23
H 2.1639 -5.0128 1.9180 0.85 0.46 0.88
C -2.6174 4.5400 -2.8703 -0.16 0.16 -0.72
S -2.2357 6.3436 -2.9790 0.40 -1.00 -0.69
H -2.3711 4.3280 -1.8244 -0.84 -0.56 -0.35
H -3.6899 4.6691 -3.1699 0.39 -0.57 1.02
H -2.2732 3.6824 -3.5642 0.21 1.97 0.74



11
Properties=species:S:1:pos:R:3:forces:R:3 method="wB97M-V/def2-TZVPD" gap_ev=6.46 energy_ev=-23859.1011 e_homo_ev=-2.876 total_charge=-1 spin_multiplicity=1 e_above_lowest_kj_mol=11.0
S -0.1091 3.1219 1.2740 -0.02 -0.11 -0.17
H -0.0851 2.5481 2.4854 0.03 -0.05 0.05
C -0.7957 -0.9955 -0.8703 0.47 -0.59 0.01
C 0.4832 -0.8494 -0.0405 -0.87 0.05 0.59
S 1.6773 0.3631 -0.6205 -0.02 0.02 -0.13
H -1.5210 -0.2120 -0.7015 0.10 0.45 -0.08
H -1.2862 -1.9364 -0.5974 -0.02 -0.02 -0.04
H -0.5087 -1.0596 -1.9200 -0.27 0.12 -0.11
H 0.2119 -0.5648 0.9773 0.01 0.12 0.03
H 0.9379 -1.8230 0.0683 0.47 -0.25 -0.24
H 0.9955 1.4076 -0.0550 0.13 0.27 0.09



12
Properties=species:S:1:pos:R:3:forces:R:3 method="wB97M-V/def2-TZVPD" gap_ev=5.80 energy_ev=-34694.3715 e_homo_ev=-2.296 total_charge=-1 spin_multiplicity=1 e_above_lowest_kj_mol=43.8
C 1.2781 1.7013 -0.9001 -0.28 0.47 0.73
S 1.0483 2.7532 0.5837 0.51 -0.02 -0.20
H 1.8952 2.2559 -1.5929 0.26 -0.01 -0.18
H 0.2887 1.5310 -1.2976 -0.16 -0.25 -0.20
H 1.7247 0.7696 -0.5732 0.12 -0.09 -0.24
C -1.0247 -2.4374 0.3482 0.25 1.12 0.44
S -0.4667 -0.8633 1.1501 -0.15 -0.15 -0.24
S -1.7640 0.5508 0.3660 -0.15 -0.17 0.07
H -1.2684 -3.0942 1.1743 -0.04 -0.52 -0.20
H -1.9053 -2.1488 -0.2153 -0.12 -0.18 -0.04
H -0.2430 -2.7984 -0.3127 0.00 -0.32 0.00
H 0.4371 1.7805 1.2696 -0.25 0.12 0.07



12
Properties=species:S:1:pos:R:3:forces:R:3 method="wB97M-V/def2-TZVPD" gap_ev=6.01 energy_ev=-34694.4188 e_homo_ev=-2.445 total_charge=-1 spin_multiplicity=1 e_above_lowest_kj_mol=39.2
C 2.0740 -1.2199 -0.9077 -0.10 0.59 -0.42
S 2.6337 -0.2017 0.4656 0.33 0.37 0.60
H 2.1464 -2.2912 -0.7271 -0.12 0.13 0.07
H 2.6942 -0.9196 -1.7597 0.02 -0.27 0.09
H 1.0576 -0.9012 -1.1284 -0.05 -0.38 0.02
C -2.3653 1.4619 0.4545 1.02 -0.60 0.00
S -1.5348 0.1241 -0.5338 -0.19 0.15 0.63
S -0.7712 -1.1191 0.9677 -0.40 0.16 -0.15
H -3.4491 1.3223 0.4780 0.15 0.39 -0.20
H -1.9672 1.3414 1.4631 -0.13 -0.09 -0.02
H -1.9661 2.4170 0.0946 -0.70 0.01 -0.13
H 1.4478 -0.0140 1.1331 0.17 -0.46 -0.50



10
Properties=species:S:1:pos:R:3:forces:R:3 method="wB97M-V/def2-TZVPD" gap_ev=14.59 energy_ev=-2203.6177 e_homo_ev=-13.355 smiles=C.C spin_multiplicity=1 e_above_lowest_kj_mol=1.6
C -3.3444 0.5966 1.4512 0.00 0.00 0.00
H -3.7196 0.3287 2.4500 0.14 0.10 -0.37
H -3.9865 1.3758 1.0146 0.24 -0.29 0.16
H -3.3559 -0.2930 0.8042 0.00 0.33 0.24
H -2.3149 0.9748 1.5355 -0.38 -0.14 -0.03
C 3.9191 3.3822 5.0373 0.00 0.00 0.00
H 4.2478 3.2366 6.0769 -0.12 0.05 -0.39
H 4.6388 2.9069 4.3546 -0.27 0.18 0.25
H 3.8615 4.4586 4.8180 0.02 -0.40 0.08
H 2.9273 2.9268 4.8992 0.37 0.17 0.05



20
Properties=species:S:1:pos:R:3:forces:R:3 method="wB97M-V/def2-TZVPD" gap_ev=5.16 energy_ev=-38005.6141 e_homo_ev=-2.943 total_charge=-1 spin_multiplicity=1
C 3.5491 0.5151 -0.0531 -0.14 1.17 0.46
P 2.6016 -0.9327 0.8503 1.51 -0.02 1.19
O 1.7114 -0.0504 2.1135 -1.08 -2.14 -1.88
O 1.5487 -1.7823 -0.2180 -0.12 3.24 1.31
S 0.3472 -0.8620 -0.9668 1.12 4.54 -5.79
O 0.9502 0.2805 -1.8795 -2.11 -4.12 5.69
O -0.5873 0.0584 0.1795 -0.59 -2.15 0.35
C -1.8542 -0.6993 0.4362 -0.54 0.03 -0.01
B -3.0878 0.3820 0.1975 -0.58 1.66 -0.41
O -2.7117 1.8282 0.3434 -1.12 -2.36 -1.88
O -4.4921 0.0362 -0.0989 2.18 1.77 2.05
H 4.2430 1.0131 0.7812 -1.51 -1.30 -1.53
H 4.2671 0.0806 -0.8754 -1.79 0.76 1.49
H 2.8310 1.3596 -0.4271 1.45 -1.77 0.33
H 0.9050 -0.6332 2.3460 1.87 1.40 -0.55
H -1.8889 -1.6231 -0.3099 -0.13 1.72 1.78
H -1.9469 -1.0399 1.5746 0.48 0.39 -2.33
H -2.6788 2.2593 -0.5660 -0.08 -0.81 1.75
H -5.0533 0.7431 0.3558 1.11 -1.20 -1.25
F 1.3467 -0.9333 -3.7833 0.07 -0.82 -0.76



21
Properties=species:S:1:pos:R:3:forces:R:3 method="wB97M-V/def2-TZVPD" gap_ev=2.54 energy_ev=-23374.0729 e_homo_ev=1.020 total_charge=-2 spin_multiplicity=1 e_above_lowest_kj_mol=9.5
Ba 0.4555 0.4985 0.3267 -1.54 -1.35 2.81
C -1.6179 -1.5791 -1.0478 -5.36 -2.11 2.66
O -2.4208 -2.1867 -1.7123 -4.42 -4.07 -2.64
O -0.7892 -0.9829 -1.6349 9.61 5.93 -4.26
O -1.7469 -1.4629 0.1975 0.59 0.12 3.54
C 0.5976 0.2907 3.4737 -0.04 2.62 1.72
O 0.9402 0.1945 4.6372 1.60 -0.28 4.88
O 0.4233 -0.6869 2.7892 -0.62 -5.14 -5.06
O 0.3779 1.4491 2.9920 -0.31 3.32 -2.65
O 1.5064 -1.9287 -0.3658 1.31 -0.34 0.36
H 0.6716 -2.0775 -0.8100 -1.27 0.18 -0.55
H 2.1641 -2.2763 -0.9682 0.12 -0.17 0.01
O -0.0028 2.5250 -1.3908 0.26 0.76 -0.34
H 0.1790 2.3035 -2.3041 -0.06 -0.37 -0.25
H -0.8126 3.0344 -1.4240 -0.37 0.03 0.20
O 2.2537 0.4477 -1.7885 0.45 0.42 -0.27
H 2.4694 -0.3281 -2.3060 -0.28 -0.38 0.01
H 2.6213 1.1781 -2.2862 0.14 0.27 -0.08
O -2.2740 0.8212 0.9953 -0.51 2.46 0.33
H -2.5890 0.8546 1.8986 0.38 0.15 0.33
H -2.4068 -0.0883 0.7283 0.34 -2.04 -0.74



18
Properties=species:S:1:pos:R:3:forces:R:3 method="wB97M-V/def2-TZVPD" gap_ev="6.46 / 6.39" energy_ev=-83314.9365 e_homo_ev="-19.779 / -19.779" total_charge=+3 spin_multiplicity=2 e_above_lowest_kj_mol=0.0 s2=0.754
Y -2.3341 -2.2071 -0.0241 1.62 3.68 2.82
Br 0.0361 -0.7338 0.2034 -2.02 -1.69 -0.63
C -2.5633 -0.4259 3.0010 0.47 -0.05 2.98
O -2.8571 -0.6456 1.8474 -0.35 -3.20 -8.18
N -1.4569 0.1387 3.4164 0.59 0.51 -0.57
N -3.3668 -0.8114 3.9271 -1.46 -0.20 3.66
H -1.4922 0.4274 4.3837 1.20 0.38 -0.26
H -0.7676 0.3455 2.7079 0.17 0.59 0.71
H -4.2185 -1.3543 3.9265 0.04 0.32 -0.70
H -3.0901 -0.4698 4.8364 -0.59 -0.51 0.39
C 2.4317 0.4880 -3.8296 3.64 1.45 0.45
O 1.6445 -0.0026 -4.6437 -2.61 -1.65 -2.33
N 3.5998 0.9336 -4.2305 -0.12 0.24 -1.63
N 2.2266 0.5577 -2.5726 -1.43 0.07 3.44
H 4.2399 1.3238 -3.5536 0.39 -0.16 -0.38
H 3.6939 1.0692 -5.2269 0.67 0.26 -0.03
H 1.4226 0.1857 -2.0875 0.10 0.06 -0.19
H 2.8514 1.1808 -2.0813 -0.32 -0.08 0.45



14
Properties=species:S:1:pos:R:3:forces:R:3 method="wB97M-V/def2-TZVPD" gap_ev=3.38 energy_ev=-26764.0209 e_homo_ev=-20.603 total_charge=+3 spin_multiplicity=1 e_above_lowest_kj_mol=200.6
N -0.7423 -1.3916 1.8166 0.86 -1.72 0.34
C -0.4569 -0.2198 1.6779 -0.56 1.09 -1.32
C 0.7384 0.2145 0.7859 0.44 1.02 2.97
P 0.2820 0.0768 -1.1848 2.80 -1.32 -3.23
Cl 2.2577 -0.5434 -1.4840 -0.37 0.20 0.43
H -0.1685 -2.0497 1.2590 -0.83 -0.73 0.07
H -1.0040 0.5551 2.2152 0.10 0.52 0.03
H 0.9730 1.2569 0.9914 0.38 0.22 -0.35
H 1.5970 -0.4071 1.0022 0.31 -0.27 -0.50
H 0.6638 1.4769 -1.3447 -0.41 -0.04 0.65
H 0.0070 0.0436 -2.6049 -0.48 0.11 0.26
H -0.1430 -1.3128 -1.0546 -0.53 0.38 0.57
H -1.2009 0.5814 -0.9080 -1.05 0.29 0.30
Hf -2.8033 1.7192 -1.1671 -0.66 0.24 -0.22